{
  "formula": "C10H13Br4NO2",
  "method": "wB97M-V/def2-TZVPD",
  "total_charge": 0,
  "e_above_lowest_kcal_mol": 19.43,
  "homo_lumo_gap_ev": 9.50,
  "e_homo_ev": -10.12,
  "elements": ["Br", "Br", "Br", "Br", "O", "O", "N", "C", "C", "C", "C", "C", "C", "C", "C", "C", "C", "H", "H", "H", "H", "H", "H", "H", "H", "H", "H", "H", "H", "H"],
  "positions_angstrom": [[-1.65, -2.81, -0.97], [-1.82, -0.88, 2.06], [-3.81, -5.07, 3.01], [-0.41, 1.27, -3.07], [3.35, 4.72, -1.55], [1.97, 5.24, 0.05], [2.60, 4.43, -0.61], [-2.41, -3.62, 2.75], [1.98, 0.29, 0.16], [-1.37, -0.42, -2.64], [2.36, 3.00, -0.35], [-0.83, -1.10, -1.39], [3.20, 2.05, -0.96], [2.95, 0.71, -0.77], [-3.12, -2.40, 2.18], [1.31, 2.59, 0.44], [1.12, 1.21, 0.74], [3.96, 2.42, -1.64], [3.49, -0.05, -1.32], [-3.46, -2.63, 1.17], [0.26, -1.15, -1.48], [1.69, -0.75, 0.28], [-1.69, -4.00, 2.03], [-2.44, -0.23, -2.70], [-1.04, -0.37, -0.62], [-1.31, -1.03, -3.54], [0.32, 0.84, 1.37], [-3.94, -2.10, 2.82], [-1.86, -3.48, 3.68], [0.62, 3.31, 0.86]]
}


{
  "formula": "C10H13CuF6NO4S2",
  "method": "wB97M-V/def2-TZVPD",
  "total_charge": 0,
  "s2": 0.756,
  "e_above_lowest_kcal_mol": 0.00,
  "multiplicity": 2,
  "homo_lumo_gap_ev": [8.40, 8.82],
  "e_homo_ev": [-7.98, -9.61],
  "elements": ["Cu", "S", "S", "F", "F", "F", "F", "F", "F", "O", "O", "O", "O", "N", "C", "C", "C", "C", "C", "C", "C", "C", "C", "C", "H", "H", "H", "H", "H", "H", "H", "H", "H", "H", "H", "H", "H"],
  "positions_angstrom": [[0.08, -0.09, -0.09], [0.59, 1.31, 2.66], [-1.27, -0.57, 2.37], [-3.07, -2.41, 2.89], [2.28, 1.38, 4.75], [-1.01, -2.96, 3.44], [3.03, 2.25, 2.87], [-2.15, -1.53, 4.70], [2.90, 0.05, 3.08], [0.97, 1.07, 1.24], [-0.05, 2.55, 2.99], [-2.30, 0.39, 2.04], [-0.71, -1.37, 1.25], [-0.10, 0.01, 3.30], [1.09, -1.55, -2.23], [-1.91, -1.95, 3.44], [1.07, 1.05, -2.63], [1.90, -0.24, -2.43], [-1.36, -0.72, -2.49], [-0.29, -1.36, -1.64], [0.38, 1.59, -1.40], [2.31, 1.23, 3.41], [-1.92, 0.65, -1.99], [-0.96, 1.42, -1.11], [-0.65, -2.25, -1.09], [-1.05, -0.62, -3.54], [-2.21, -1.42, -2.50], [1.64, -2.16, -1.49], [1.78, 1.83, -2.96], [0.35, 0.90, -3.44], [1.05, -2.13, -3.17], [-2.25, 1.27, -2.84], [2.55, -0.12, -1.54], [2.59, -0.38, -3.28], [-2.83, 0.45, -1.40], [0.94, 2.36, -0.85], [-1.42, 2.04, -0.33]]
}


{
  "formula": "C10H13F2N2",
  "method": "wB97M-V/def2-TZVPD",
  "total_charge": 1,
  "e_above_lowest_kcal_mol": 0.00,
  "homo_lumo_gap_ev": 9.84,
  "e_homo_ev": -13.11,
  "elements": ["F", "F", "N", "N", "C", "C", "C", "C", "C", "C", "C", "C", "C", "C", "H", "H", "H", "H", "H", "H", "H", "H", "H", "H", "H", "H", "H"],
  "positions_angstrom": [[-2.11, -1.33, -2.95], [-2.60, 0.68, -2.26], [-0.46, -0.17, -1.55], [1.28, 0.79, -0.67], [-0.08, -0.48, 0.97], [-1.96, -0.48, -1.85], [0.59, -0.44, -0.42], [1.56, 0.84, -2.13], [0.37, 0.15, -2.70], [-0.79, -1.76, 2.93], [-0.05, -1.67, 1.74], [-1.40, 0.53, 2.75], [-1.50, -0.68, 3.43], [-0.81, 0.64, 1.49], [-0.57, -2.56, 3.57], [-0.73, 1.63, 0.89], [2.17, 0.91, 0.00], [1.26, -1.25, -0.46], [-2.00, -0.56, 4.33], [0.63, -0.86, -3.29], [-0.23, 0.82, -3.43], [0.34, -2.69, 1.52], [-2.28, -0.96, -0.93], [2.53, 0.41, -2.22], [1.66, 1.90, -2.35], [0.61, 1.50, -0.43], [-1.91, 1.27, 3.14]]
}


{
  "formula": "C10H13FN2",
  "method": "wB97M-V/def2-TZVPD",
  "total_charge": 0,
  "e_above_lowest_kcal_mol": 60.90,
  "homo_lumo_gap_ev": 9.32,
  "e_homo_ev": -8.47,
  "elements": ["F", "N", "N", "C", "C", "C", "C", "C", "C", "C", "C", "C", "C", "H", "H", "H", "H", "H", "H", "H", "H", "H", "H", "H", "H", "H"],
  "positions_angstrom": [[1.81, 1.52, 0.62], [-0.70, 0.16, 2.16], [-2.02, 0.21, 1.93], [-2.42, 0.32, 0.63], [-1.24, 0.28, -0.11], [2.19, -0.78, 0.65], [1.20, 0.32, 0.25], [0.78, 0.38, -1.24], [-0.19, 0.25, 0.90], [-0.68, 0.49, -1.45], [0.17, -0.79, -1.86], [-3.89, 0.41, 0.35], [3.55, -0.39, 0.16], [4.13, -1.18, -0.17], [-1.07, 1.13, -2.19], [3.44, 0.18, -0.77], [0.04, -1.74, -1.49], [-4.13, 1.40, 0.46], [2.21, -0.88, 1.71], [1.90, -1.87, 0.18], [1.45, 1.23, -1.65], [4.18, 0.24, 0.97], [-2.74, 0.34, 2.63], [0.32, -0.89, -3.01], [-4.00, -0.01, -0.68], [-4.29, -0.36, 1.03]]
}


{
  "formula": "C10H13FNO10S",
  "method": "wB97M-V/def2-TZVPD",
  "total_charge": -1,
  "homo_lumo_gap_ev": 7.72,
  "e_homo_ev": -5.24,
  "elements": ["S", "F", "O", "O", "O", "O", "O", "O", "O", "O", "O", "O", "N", "C", "C", "C", "C", "C", "C", "C", "C", "C", "C", "H", "H", "H", "H", "H", "H", "H", "H", "H", "H", "H", "H", "H"],
  "positions_angstrom": [[-0.31, -0.31, 1.69], [0.38, -1.78, 1.34], [1.53, 2.53, -4.14], [2.67, 1.07, -2.88], [-4.24, -2.57, -3.80], [3.60, 1.87, -4.77], [-2.53, -2.12, -2.39], [-4.62, -2.25, -1.60], [-0.60, 0.46, 0.50], [1.71, 2.80, 2.97], [-1.54, -0.65, 2.40], [2.12, 1.76, 1.10], [0.08, 1.04, 4.08], [2.68, 1.83, -4.00], [2.97, -0.85, 2.69], [-3.83, -2.33, -2.70], [-2.48, -1.65, -1.04], [0.80, 0.56, 2.88], [1.52, 1.46, -2.12], [0.61, 2.04, -3.16], [-3.76, -2.19, -0.46], [1.58, 1.79, 2.27], [1.83, -0.54, 3.39], [-3.65, -3.19, -0.05], [1.82, 2.19, -1.37], [1.08, 0.60, -1.61], [-1.60, -2.03, -0.53], [-0.01, 2.84, -2.78], [-4.17, -1.53, 0.31], [3.69, -0.08, 2.32], [-2.45, -0.56, -1.05], [3.21, -1.93, 2.54], [0.80, 1.27, 4.77], [-0.03, 1.28, -3.63], [1.54, -1.06, 4.33], [-0.40, 0.23, 4.48]]
}


{
  "formula": "C10H13MoN3OS2",
  "method": "wB97M-V/def2-TZVPD",
  "total_charge": 2,
  "s2": 2.048,
  "multiplicity": 3,
  "homo_lumo_gap_ev": [5.75, 6.40],
  "e_homo_ev": [-15.23, -15.40],
  "elements": ["Mo", "S", "S", "O", "N", "N", "N", "C", "C", "C", "C", "C", "C", "C", "C", "C", "C", "H", "H", "H", "H", "H", "H", "H", "H", "H", "H", "H", "H", "H"],
  "positions_angstrom": [[0.49, -0.68, 0.39], [2.76, -0.62, 0.21], [0.83, -3.07, 1.03], [-1.22, -0.13, 0.32], [2.12, 1.93, -0.32], [4.36, 1.45, -0.29], [0.85, 1.41, -0.14], [-4.26, 1.86, 0.05], [2.48, -3.77, 0.74], [-2.34, 3.24, -0.39], [-1.50, 2.15, -0.19], [-0.07, 2.31, -0.30], [-3.71, 3.10, -0.27], [-3.44, 0.75, 0.25], [-0.17, -3.96, -0.20], [-2.08, 0.92, 0.13], [3.08, 1.12, -0.18], [-3.85, -0.22, 0.51], [3.21, -3.20, 1.31], [2.45, -4.79, 1.11], [0.29, 3.30, -0.56], [-1.91, 4.21, -0.64], [4.61, 2.40, -0.51], [-1.15, -3.50, -0.26], [5.10, 0.77, -0.20], [-4.36, 3.95, -0.43], [-0.28, -4.98, 0.16], [2.70, -3.75, -0.33], [-5.33, 1.75, 0.14], [0.33, -3.95, -1.17]]
}


{
  "formula": "C10H13N2O2P",
  "method": "wB97M-V/def2-TZVPD",
  "total_charge": 0,
  "e_above_lowest_kcal_mol": 87.85,
  "homo_lumo_gap_ev": [6.37, 6.37],
  "e_homo_ev": [-8.06, -8.06],
  "elements": ["P", "O", "O", "N", "N", "C", "C", "C", "C", "C", "C", "C", "C", "C", "C", "H", "H", "H", "H", "H", "H", "H", "H", "H", "H", "H", "H", "H"],
  "positions_angstrom": [[0.12, -1.44, 0.50], [0.43, -2.71, 1.14], [-3.69, 0.40, -0.33], [-1.60, 1.24, 0.44], [-1.02, -1.52, -0.65], [3.72, 1.37, -0.13], [2.49, 1.93, -0.17], [2.76, -0.85, 0.00], [3.87, -0.06, -0.08], [-2.14, 1.85, 1.64], [1.45, -0.25, 0.10], [1.31, 1.14, 0.08], [-1.60, -0.44, -1.31], [-1.97, -2.67, -0.52], [-2.45, 0.50, -0.23], [-2.37, -0.74, -2.14], [-1.46, 2.62, 1.97], [4.94, -0.43, -0.25], [-3.13, 2.41, 1.30], [2.84, -1.85, 0.10], [-2.93, -2.16, -0.17], [-1.47, -3.54, -0.07], [2.51, 3.04, -0.29], [-2.44, 1.14, 2.47], [-2.30, -3.10, -1.62], [-0.93, 0.35, -1.73], [0.43, 1.82, 0.14], [4.66, 1.94, -0.18]]
}


{
  "formula": "C10H13N2S",
  "method": "wB97M-V/def2-TZVPD",
  "total_charge": 1,
  "e_above_lowest_kcal_mol": 133.47,
  "homo_lumo_gap_ev": [7.70, 7.57],
  "e_homo_ev": [-12.50, -12.02],
  "elements": ["S", "N", "N", "C", "C", "C", "C", "C", "C", "C", "C", "C", "C", "H", "H", "H", "H", "H", "H", "H", "H", "H", "H", "H", "H", "H"],
  "positions_angstrom": [[-0.92, 0.05, 4.40], [0.60, -0.19, 2.14], [0.44, 0.81, -0.03], [1.06, 0.58, 1.13], [-0.42, -2.24, -0.95], [-0.95, -1.33, -0.18], [-0.01, -0.59, -2.62], [0.22, -1.83, -2.22], [-0.80, 0.19, -0.46], [-2.00, 0.77, 0.37], [2.51, 1.01, 1.30], [-0.55, 0.21, 2.84], [-0.85, 0.43, -1.95], [-0.62, 1.49, -2.14], [-2.95, 0.39, 0.18], [1.31, -0.65, 2.84], [-1.89, 0.16, -2.41], [-1.90, 0.41, 1.42], [0.61, -2.60, -2.84], [2.65, 2.07, 1.67], [0.81, 1.39, -0.75], [-0.59, -3.33, -0.78], [2.98, 1.10, 0.31], [0.45, -0.39, -3.64], [2.96, 0.25, 2.00], [-2.16, 1.83, 0.36]]
}


{
  "formula": "C10H13N3",
  "method": "wB97M-V/def2-TZVPD",
  "total_charge": 0,
  "e_above_lowest_kcal_mol": 6.19,
  "homo_lumo_gap_ev": 9.40,
  "e_homo_ev": -8.60,
  "elements": ["N", "N", "N", "C", "C", "C", "C", "C", "C", "C", "C", "C", "C", "H", "H", "H", "H", "H", "H", "H", "H", "H", "H", "H", "H", "H"],
  "positions_angstrom": [[0.36, -0.19, -1.31], [0.71, -1.34, -3.34], [2.20, 0.30, -2.63], [-0.87, 2.29, 2.61], [-1.45, -0.07, 2.45], [-0.33, -1.56, 0.66], [-0.35, -1.45, -0.82], [-0.61, -0.25, 1.35], [0.98, 0.68, -0.32], [-1.54, 1.15, 3.11], [0.05, 0.88, 0.88], [-0.07, 2.11, 1.46], [1.10, -0.32, -2.48], [0.14, -2.34, -1.30], [-1.47, -1.46, -1.24], [1.94, 0.25, 0.17], [2.48, 0.22, -3.58], [1.17, -1.28, -4.25], [-0.97, 3.25, 3.09], [-1.10, -2.30, 0.92], [0.47, 2.96, 0.98], [-2.11, -0.86, 2.73], [0.60, -1.99, 1.09], [-2.20, 1.37, 3.93], [1.15, 1.65, -0.72], [-0.28, -1.72, -3.44]]
}